Record 1
Formula: C48H57BrN4OSTi
Source: the Open Molecules 2025 dataset
Level of theory: ωB97M-V with the def2-TZVPD basis set

The calculation puts the frontier orbital gap (spin up / spin down) at 4.01 / 5.06 eV. The spin multiplicity is 3. The calculation puts the HOMO energy (spin up / spin down) at -0.347 / -1.397 eV. Its total charge is -2. Its expectation value of S² is 2.023.

Last column: Löwdin charge in e.
Positions of all 113 atoms, in Å:
Ti 0.567 -0.339 -0.043  0.83
C -0.168 -1.466 5.168  -0.07
C 0.132 -0.363 4.182  -0.31
C 0.627 0.884 4.630  -0.09
C 1.008 1.823 3.632  -0.17
C 0.809 1.524 2.327  -0.75
Br 1.458 2.715 1.002  0.82
N 0.264 0.356 1.845  -0.14
C -0.027 -0.584 2.851  -0.13
H -0.440 -1.052 6.143  0.06
H 0.702 -2.114 5.316  0.07
H -0.992 -2.095 4.822  0.07
H 0.766 1.092 5.685  0.08
H 1.459 2.774 3.886  0.08
H -0.353 -1.552 2.492  0.10
C -4.114 2.564 -3.657  -0.07
C -3.178 3.550 -2.957  -0.38
C -3.031 4.826 -3.790  -0.07
C -3.609 3.852 -1.526  -0.14
C -4.769 4.596 -1.287  -0.07
C -5.137 4.979 -0.006  -0.12
C -4.312 4.617 1.059  -0.07
C -3.160 3.867 0.868  -0.14
C -2.318 3.423 2.056  -0.38
C -3.061 2.400 2.917  -0.06
C -1.828 4.600 2.900  -0.07
C -2.803 3.452 -0.437  -0.20
N -1.648 2.711 -0.621  0.06
C -1.815 1.516 -1.109  -0.23
C -0.895 0.563 -1.541  -0.30
N 0.530 0.747 -1.686  -0.10
C 1.222 0.534 -2.872  -0.18
C 0.631 0.445 -4.156  -0.13
C 1.398 0.024 -5.245  -0.08
C 2.754 -0.223 -5.153  -0.12
C 3.364 0.020 -3.925  -0.07
C 2.644 0.400 -2.803  -0.14
C 3.421 0.738 -1.533  -0.41
C 3.907 2.185 -1.615  -0.09
C 4.580 -0.209 -1.244  -0.09
C -0.814 0.855 -4.451  -0.38
C -0.884 1.962 -5.509  -0.07
C -1.687 -0.331 -4.860  -0.06
H -3.770 2.352 -4.675  0.05
H -5.131 2.968 -3.720  0.07
H -4.164 1.618 -3.113  0.07
H -2.192 3.092 -2.897  0.11
H -3.982 5.364 -3.874  0.06
H -2.688 4.587 -4.803  0.06
H -2.304 5.504 -3.335  0.08
H -5.396 4.883 -2.128  0.10
H -6.044 5.547 0.163  0.08
H -4.584 4.912 2.070  0.10
H -1.445 2.923 1.635  0.08
H -3.945 2.848 3.389  0.07
H -2.407 2.011 3.701  0.07
H -3.397 1.555 2.312  0.08
H -2.659 5.123 3.389  0.06
H -1.287 5.328 2.288  0.08
H -1.148 4.242 3.682  0.07
H -2.846 1.126 -1.145  0.13
H -1.331 -0.305 -2.014  0.09
H 0.902 -0.094 -6.205  0.10
H 3.325 -0.561 -6.010  0.08
H 4.441 -0.091 -3.835  0.10
H 2.749 0.679 -0.689  0.03
H 4.586 2.302 -2.469  0.07
H 4.438 2.478 -0.702  0.07
H 3.066 2.871 -1.756  0.07
H 5.411 -0.053 -1.942  0.06
H 4.270 -1.253 -1.300  0.07
H 4.956 -0.035 -0.232  0.08
H -1.235 1.270 -3.540  0.08
H -0.499 1.627 -6.478  0.06
H -0.299 2.833 -5.200  0.09
H -1.923 2.285 -5.654  0.05
H -1.333 -0.769 -5.801  0.07
H -2.730 -0.022 -5.001  0.07
H -1.666 -1.115 -4.099  0.08
C 2.319 -6.248 6.320  -0.05
C 3.392 -7.244 5.934  -0.75
O 3.380 -8.375 6.326  -0.01
S 4.839 -6.704 5.002  0.99
C 4.211 -5.410 3.977  -0.59
C 3.135 -5.623 3.119  -0.11
C 2.668 -4.598 2.315  -0.01
C 3.284 -3.336 2.321  -0.25
C 4.381 -3.147 3.168  -0.03
C 4.836 -4.168 3.994  -0.11
C 2.775 -2.293 1.491  -0.12
C 2.199 -1.448 0.822  -0.05
H 1.408 -6.784 6.573  0.08
H 2.124 -5.507 5.554  0.06
H 2.688 -5.727 7.205  0.09
H 2.658 -6.597 3.079  0.11
H 1.822 -4.751 1.654  0.12
H 4.859 -2.176 3.182  0.11
H 5.671 -3.995 4.663  0.09
C 1.349 -3.040 -2.017  -0.04
C 0.131 -3.196 -1.160  -0.38
C -0.659 -4.315 -1.013  -0.11
C -1.749 -3.941 -0.163  -0.10
C -1.560 -2.613 0.150  -0.38
C -2.480 -1.698 0.909  -0.07
N -0.400 -2.142 -0.438  -0.05
H 1.164 -2.433 -2.908  0.07
H 1.691 -4.023 -2.351  0.07
H 2.175 -2.573 -1.477  0.04
H -0.480 -5.280 -1.475  0.07
H -2.576 -4.560 0.166  0.07
H -2.602 -1.987 1.958  0.06
H -3.476 -1.691 0.457  0.07
H -2.116 -0.672 0.894  0.04

Record 2
Formula: C48H57N3O4OsP2SSi3
Source: the Open Molecules 2025 dataset
Level of theory: ωB97M-V with the def2-TZVPD basis set

The calculation puts the frontier orbital gap at 5.72 eV. The calculation puts the HOMO energy at -12.906 eV. Its total charge is +2.

Last column: Löwdin charge in e.
Positions of all 119 atoms, in Å:
Os 1.005 -0.300 0.321  1.33
C -1.528 -2.088 1.314  -0.11
O -0.845 -0.821 1.373  -0.50
Si -0.648 0.043 2.836  0.37
C -0.487 -1.269 4.145  -0.14
C -2.121 1.055 3.326  -0.13
C 0.920 0.833 2.096  -0.49
Si 0.664 2.744 1.692  0.46
C 0.683 3.729 3.276  -0.16
C 1.942 3.603 0.619  -0.17
C -1.012 3.077 0.908  -0.18
Si 2.277 0.592 3.500  0.46
C 3.877 1.479 3.132  -0.16
C 2.614 -1.193 3.999  -0.17
C 1.552 1.372 5.059  -0.17
H -2.478 -1.990 1.838  0.09
H -0.922 -2.868 1.770  0.09
H -1.723 -2.333 0.272  0.06
H -1.501 -1.604 4.384  0.06
H -0.051 -0.905 5.075  0.05
H 0.085 -2.138 3.825  0.04
H -2.973 0.369 3.383  0.05
H -2.403 1.874 2.673  0.02
H -1.974 1.449 4.336  0.06
H 1.677 3.846 3.704  0.04
H -0.004 3.380 4.045  0.04
H 0.346 4.721 2.957  0.06
H 2.943 3.620 1.052  0.03
H 1.602 4.644 0.592  0.06
H 2.022 3.274 -0.417  0.01
H -1.556 3.787 1.536  0.06
H -1.642 2.196 0.820  -0.02
H -0.916 3.548 -0.073  0.04
H 4.494 1.018 2.361  0.01
H 4.471 1.430 4.051  0.06
H 3.740 2.537 2.904  0.03
H 2.115 -1.964 3.419  0.01
H 2.314 -1.324 5.040  0.05
H 3.687 -1.376 3.940  0.03
H 1.895 2.392 5.215  0.03
H 1.924 0.778 5.898  0.05
H 0.463 1.377 5.138  0.02
C -2.172 0.908 -1.321  -0.47
P -0.618 -0.018 -1.523  1.00
C 0.197 0.968 -2.817  -0.37
C 0.549 2.282 -2.508  -0.10
C 1.194 3.077 -3.441  -0.05
C 1.478 2.565 -4.703  -0.05
C 1.113 1.266 -5.023  -0.05
C 0.479 0.464 -4.083  -0.08
C -1.053 -1.573 -2.359  -0.36
C -0.417 -2.787 -2.114  -0.10
C -0.767 -3.921 -2.835  -0.05
C -1.749 -3.853 -3.810  -0.04
C -2.376 -2.642 -4.074  -0.04
C -2.031 -1.510 -3.359  -0.10
P -3.492 0.291 -0.145  1.07
C -4.476 -0.743 -1.304  -0.39
C -5.121 -0.204 -2.418  -0.10
C -5.843 -1.018 -3.273  -0.06
C -5.939 -2.384 -3.019  -0.07
C -5.319 -2.926 -1.906  -0.07
C -4.594 -2.105 -1.049  -0.10
C -4.570 1.779 -0.080  -0.40
C -4.323 3.014 -0.670  -0.10
C -5.221 4.064 -0.511  -0.07
C -6.374 3.890 0.237  -0.06
C -6.630 2.660 0.830  -0.06
C -5.733 1.617 0.677  -0.10
H -2.559 1.012 -2.337  0.07
H -1.865 1.905 -1.019  0.00
H 0.315 2.693 -1.533  0.07
H 1.462 4.096 -3.193  0.12
H 1.972 3.186 -5.439  0.12
H 1.319 0.873 -6.010  0.12
H 0.209 -0.551 -4.345  0.11
H 0.340 -2.869 -1.351  0.07
H -0.269 -4.860 -2.632  0.11
H -2.023 -4.739 -4.368  0.12
H -3.139 -2.577 -4.838  0.12
H -2.526 -0.581 -3.602  0.11
H -5.078 0.865 -2.604  0.11
H -6.349 -0.589 -4.129  0.11
H -6.515 -3.017 -3.681  0.11
H -5.411 -3.984 -1.693  0.11
H -4.130 -2.531 -0.166  0.09
H -3.446 3.188 -1.279  0.09
H -5.018 5.016 -0.983  0.11
H -7.072 4.707 0.358  0.11
H -7.529 2.513 1.413  0.11
H -5.946 0.661 1.144  0.11
N 5.947 3.558 -0.299  0.21
C 5.319 2.694 -0.718  -0.15
C 4.496 1.642 -1.246  -0.17
C 4.720 1.071 -2.491  0.05
C 3.886 0.043 -2.900  0.00
C 2.841 -0.342 -2.089  -0.10
N 2.610 0.236 -0.898  -0.10
C 3.453 1.175 -0.466  -0.11
H 5.540 1.409 -3.110  0.15
H 4.037 -0.456 -3.846  0.13
H 2.168 -1.136 -2.387  0.12
H 3.294 1.555 0.529  0.08
O 5.294 -1.110 -0.068  -0.25
S 4.773 -1.713 1.123  0.70
O 5.373 -1.425 2.380  -0.24
N 3.102 -1.376 1.161  -0.05
C 2.461 -2.435 0.772  -0.46
O 1.201 -2.263 0.452  -0.18
C 3.193 -3.697 0.656  -0.13
C 2.741 -4.977 0.394  0.02
C 3.684 -5.999 0.361  -0.03
C 5.033 -5.739 0.578  -0.02
C 5.491 -4.447 0.835  0.00
C 4.544 -3.451 0.870  -0.20
H 1.689 -5.180 0.237  0.13
H 3.364 -7.014 0.170  0.12
H 5.744 -6.554 0.549  0.12
H 6.540 -4.243 1.004  0.14

Record-wise E values, in eV: -162702.91648, -118863.63036